# 1
Computed, not measured: C3H3BrClF in the gas phase at a distorted geometry, with wB97M-V/def2-TZVPD.

## Properties
- Structure (SMILES): F[C@H]1C[C@]1(Cl)Br
- Energy relative to the best compared isomer or geometry (same formula, charge and spin): 5.5 kcal per mole
- Gap between HOMO and LUMO: 0.3816 Ha
- Molecular weight: 173.41 g/mol
- Lowest unoccupied orbital energy: 0.0136 hartree

Geometry as ORCA input:
```
! wB97M-V def2-TZVPD RIJCOSX def2/J DEFGRID3
* xyz 0 1
F -0.955 1.273 1.273
C -0.518 0.055 0.901
C -0.550 -0.270 -0.666
C 0.752 0.165 -0.136
Cl 1.360 1.733 -0.549
Br 2.229 -1.217 0.027
H -0.739 -0.683 1.666
H -0.423 -1.307 -1.094
H -1.157 0.251 -1.422
*
```

Need the Löwdin charges? In units of e they are: number 1, F, carries -0.004; number 2, C, carries -0.246; number 3, C, carries -0.171; number 4, C, carries -1.155; number 5, Cl, carries 0.636; number 6, Br, carries 0.581; number 7, H, carries 0.137; number 8, H, carries 0.108; number 9, H, carries 0.113

---

# 2
Computed, not measured: a molecular structure, C3H3BrClI at a distorted geometry, with wB97M-V/def2-TZVPD.

## Properties
- Energy relative to the best compared isomer or geometry (same formula, charge and spin): 148.2 kcal per mole
- Gap between HOMO and LUMO (alpha / beta): 0.2315 / 0.2315 Ha
- Molecular weight: 281.32 g/mol
- Lowest unoccupied orbital energy (alpha / beta): -0.0554 / -0.0555 hartree

Geometry as ORCA input:
```
! wB97M-V def2-TZVPD RIJCOSX def2/J DEFGRID3
* xyz 0 1
C -0.503 -0.683 -0.349
C 0.527 2.017 -0.814
C -0.143 -1.197 1.021
Cl -1.220 1.032 -0.305
Br 0.343 3.288 -2.321
I 1.352 -0.069 -1.434
H 0.516 -0.766 1.730
H 0.200 -2.275 0.840
H -1.073 -1.348 1.634
*
```

Need the Löwdin charges? In units of e they are: number 1, C, carries -0.867; number 2, C, carries -1.003; number 3, C, carries -0.333; number 4, Cl, carries 0.558; number 5, Br, carries 0.430; number 6, I, carries 1.000; number 7, H, carries 0.040; number 8, H, carries 0.092; number 9, H, carries 0.081

---

Question: Which value of energy relative to the best compared isomer or geometry (same formula, charge and spin) does entry 2 give?
Answer: 148.2 kcal per mole